Record 1
A molecular structure, C4H6CoFO4 in a non-equilibrium geometry. Source: the OMol25 dataset; level of theory: ωB97M-V/def2-TZVPD.

```
16
Properties=species:S:1:pos:R:3
C -0.538 -0.931 -2.529
O -0.174 -1.475 -1.296
H -1.603 -1.126 -2.764
H -0.388 0.166 -2.566
H 0.082 -1.385 -3.323
C 0.175 1.324 2.025
O 0.834 1.457 0.896
C 0.993 0.291 0.087
C -0.289 -0.540 0.086
O -0.790 0.481 2.086
O 0.659 1.747 3.099
F 2.032 -0.419 0.608
H 1.273 0.661 -0.904
H -1.147 0.091 -0.190
H -0.199 -1.385 0.777
Co -0.918 1.042 3.908
```

The spin multiplicity is 4. The expectation value of S² is 3.7561. Its energy above the lowest of the compared OMol25 structures with the same formula, charge and spin is 0.000 eV. The net charge is +1. The orbital gap (alpha / beta) comes out at 5.506 / 5.102 eV.

Record 2
A molecular structure, C4H6CoO5 in a non-equilibrium geometry. Source: the OMol25 dataset; level of theory: ωB97M-V/def2-TZVPD.

```
16
Properties=species:S:1:pos:R:3
O 3.323 -1.697 -0.527
C 2.238 -0.974 -0.672
O 2.492 0.360 -0.770
O 1.132 -1.430 -0.683
H 4.146 -1.208 -0.662
Co 4.181 1.504 -1.366
H 1.970 0.833 -0.068
C -1.510 -0.058 -0.923
C -1.574 0.968 -0.072
O -2.038 0.889 1.221
C -3.048 0.083 1.517
O -3.132 0.119 2.820
H -1.167 0.136 -1.939
H -1.837 -1.059 -0.642
H -1.330 1.996 -0.341
H -3.845 -0.464 3.108
```

The spin multiplicity is 5. The expectation value of S² is 6.0029. The net charge is +1. The orbital gap (alpha / beta) comes out at 6.204 / 3.318 eV.

Record 3
A molecular structure, C4H6CsLiO2 in a non-equilibrium geometry. Source: the OMol25 dataset; level of theory: ωB97M-V/def2-TZVPD.

```
14
Properties=species:S:1:pos:R:3
O 2.211 -0.179 -0.249
Li 1.350 -1.719 -0.227
C 1.528 1.015 -0.229
C 0.129 0.937 0.408
H 2.084 1.805 0.331
H 0.277 0.479 1.404
H -0.232 1.959 0.606
H 1.389 1.434 -1.257
C -0.939 0.220 -0.616
C -1.512 -0.663 0.423
O -2.378 -0.310 1.259
Cs -1.765 -5.563 0.725
H -0.387 -0.193 -1.475
H -1.754 0.779 -1.103
```

The spin multiplicity is 2. The expectation value of S² is 0.7752. Its energy above the lowest of the compared OMol25 structures with the same formula, charge and spin is 0.416 eV. The net charge is -1. The orbital gap (alpha / beta) comes out at 3.172 / 3.732 eV.

Record 4
A molecular structure, C4H6F10MgNNbOP in a non-equilibrium geometry. Source: the OMol25 dataset; level of theory: ωB97M-V/def2-TZVPD.

```
25
Properties=species:S:1:pos:R:3
N -0.784 0.310 2.173
P -1.644 1.267 1.161
O -2.881 1.817 1.963
Nb -2.559 -0.085 -0.970
F -2.414 1.439 -2.024
C -0.317 -0.641 -1.355
F 0.321 0.397 -1.991
F -0.589 -1.584 -2.303
C 0.707 -1.251 -0.361
F 0.077 -1.898 0.634
F 1.485 -2.164 -0.995
C 1.726 -0.230 0.249
F 2.053 -0.613 1.501
F 1.207 1.025 0.320
C 3.068 -0.139 -0.529
F 3.664 1.041 -0.090
F 3.895 -1.094 -0.255
F 2.923 0.002 -1.821
H 0.005 0.735 2.648
H -1.303 -0.307 2.788
H -3.183 1.277 2.711
H -3.976 0.552 -0.064
H -2.791 -1.529 0.083
H -3.476 -0.913 -2.246
Mg 4.787 2.587 -1.224
```

The net charge is +1. The orbital gap comes out at 1.985 eV.

Record 5
C4H6F2 in the gas phase in a non-equilibrium geometry. Source: the OMol25 dataset; level of theory: ωB97M-V/def2-TZVPD.

```
12
Properties=species:S:1:pos:R:3
C 1.458 -1.152 -0.655
C 1.018 -0.170 0.131
F 1.929 0.827 0.632
C -0.357 0.016 0.663
C -1.233 1.049 -0.147
F -0.998 -1.176 0.585
H 2.532 -1.436 -0.626
H 0.647 -1.623 -1.172
H -0.320 0.256 1.776
H -0.988 0.927 -1.261
H -1.397 2.002 0.263
H -2.291 0.479 -0.188
```

Its energy above the lowest of the compared OMol25 structures with the same formula, charge and spin is 1.259 eV. The SMILES is C=C(F)[C@@H](C)F. The orbital gap comes out at 10.904 eV.

Record 6
A molecular structure, C4H6F2O in a non-equilibrium geometry. Source: the OMol25 dataset; level of theory: ωB97M-V/def2-TZVPD.

```
13
Properties=species:S:1:pos:R:3
C 0.469 -1.234 0.249
C -0.284 -0.009 -0.451
C 0.342 1.306 0.070
C -1.732 0.249 0.290
H -0.259 -2.114 0.012
H 0.275 -0.893 1.321
H -0.223 -0.096 -1.417
H -0.199 2.176 -0.590
H -0.027 1.656 1.230
H -1.327 0.882 1.427
O -2.898 -0.315 -0.207
F 1.824 -1.392 -0.042
F 1.750 1.285 -0.100
```

Its energy above the lowest of the compared OMol25 structures with the same formula, charge and spin is 5.149 eV. The orbital gap comes out at 9.775 eV.

Record 7
C4H6FNO in the gas phase in a non-equilibrium geometry. Source: the OMol25 dataset; level of theory: ωB97M-V/def2-TZVPD.

```
13
Properties=species:S:1:pos:R:3
C 2.087 0.047 0.268
C 1.315 0.993 0.649
F 1.829 2.129 1.345
C -0.069 1.237 0.397
N -1.130 0.609 -0.108
O -0.619 -0.564 -0.453
C -1.789 -1.280 -0.755
H 3.089 0.026 0.346
H 1.750 -0.888 -0.297
H -0.344 2.282 0.872
H -1.275 -2.267 -0.987
H -2.373 -1.436 0.234
H -2.470 -0.889 -1.511
```

Its energy above the lowest of the compared OMol25 structures with the same formula, charge and spin is 4.125 eV. The SMILES is C=C(F)/C=N\OC. The orbital gap comes out at 9.529 eV.

Record 8
C4H6FNO in the gas phase in a non-equilibrium geometry. Source: the OMol25 dataset; level of theory: ωB97M-V/def2-TZVPD.

```
13
Properties=species:S:1:pos:R:3
O -0.655 1.740 -0.160
C -0.580 0.582 0.177
C -1.832 -0.248 0.410
F -3.024 0.082 -0.296
N 0.444 -0.041 0.643
C 1.086 -0.653 -0.580
C 1.820 0.508 0.048
H -1.535 -1.234 -0.134
H -1.855 -0.338 1.550
H 0.391 -0.336 -1.492
H 1.222 -1.839 -0.397
H 1.844 1.617 -0.378
H 2.673 0.161 0.608
```

Its energy above the lowest of the compared OMol25 structures with the same formula, charge and spin is 3.212 eV. The SMILES is O=C(CF)N1CC1. The orbital gap comes out at 10.844 eV.

Record 9
C4H6FNO in the gas phase in a non-equilibrium geometry. Source: the OMol25 dataset; level of theory: ωB97M-V/def2-TZVPD.

```
13
Properties=species:S:1:pos:R:3
H 2.699 1.956 -0.854
N 1.997 2.152 -0.288
C 1.451 0.994 -0.058
O 0.354 0.737 0.628
C -0.388 -0.330 0.344
C -1.875 -0.066 0.589
C 0.127 -1.384 -0.359
F -0.771 -2.335 -0.624
H 2.138 0.090 -0.517
H -2.263 0.979 0.462
H -2.474 -0.713 -0.104
H -2.122 -0.389 1.520
H 1.128 -1.692 -0.738
```

Its energy above the lowest of the compared OMol25 structures with the same formula, charge and spin is 2.722 eV. The SMILES is [H]/N=C/O/C(C)=C/F. The orbital gap comes out at 9.955 eV.

Record 10
C4H6FNO2 in the gas phase in a non-equilibrium geometry. Source: the OMol25 dataset; level of theory: ωB97M-V/def2-TZVPD.

```
14
Properties=species:S:1:pos:R:3
O -2.578 -0.650 -0.213
C -1.896 0.296 -0.021
C -0.505 0.206 0.398
C 0.358 0.838 -0.611
C 1.651 0.559 -0.662
O 2.441 -0.168 0.203
N -0.125 -1.235 0.764
F -0.056 -1.927 -0.409
H -2.104 1.316 -0.254
H -0.399 0.660 1.363
H -0.013 1.603 -1.181
H 2.277 0.868 -1.462
H 1.841 -0.596 0.834
H -0.892 -1.771 1.251
```

Its energy above the lowest of the compared OMol25 structures with the same formula, charge and spin is 4.020 eV. The SMILES is O=C[C@H](/C=C\O)NF. The orbital gap comes out at 10.025 eV.

Record 11
C4H6FNOS in the gas phase in a non-equilibrium geometry. Source: the OMol25 dataset; level of theory: ωB97M-V/def2-TZVPD.

```
14
Properties=species:S:1:pos:R:3
C -2.070 -1.652 0.307
C -1.495 -0.316 -0.025
N -2.153 0.826 0.099
O -1.503 2.045 0.070
S 0.222 -0.438 -0.726
C 1.180 -0.204 0.822
C 2.518 0.040 0.825
F 2.916 0.170 -0.568
H -3.375 -1.719 0.116
H -1.527 -1.969 1.394
H -1.670 -2.153 -0.602
H -0.719 1.828 -0.382
H 0.607 -0.037 1.689
H 3.169 0.174 1.681
```

Its energy above the lowest of the compared OMol25 structures with the same formula, charge and spin is 5.361 eV. The SMILES is C/C(=N/O)S/C=C\F. The orbital gap comes out at 9.830 eV.

Record 12
C4H6FNS in the gas phase in a non-equilibrium geometry. Source: the OMol25 dataset; level of theory: ωB97M-V/def2-TZVPD.

```
13
Properties=species:S:1:pos:R:3
C -2.042 1.483 1.635
C -1.071 1.377 0.714
N -0.514 0.134 0.518
C 0.390 -0.189 -0.387
S 1.002 0.712 -1.574
C 0.962 -1.556 -0.233
F 0.174 -2.227 0.767
H -2.447 0.632 2.204
H -2.435 2.473 1.851
H -0.609 2.153 0.098
H -0.856 -0.579 1.163
H 0.897 -2.129 -1.139
H 2.012 -1.524 0.107
```

Its energy above the lowest of the compared OMol25 structures with the same formula, charge and spin is 0.738 eV. The SMILES is C=CNC(=S)CF. The orbital gap comes out at 9.017 eV.

Record 13
C4H6FNS in the gas phase in a non-equilibrium geometry. Source: the OMol25 dataset; level of theory: ωB97M-V/def2-TZVPD.

```
13
Properties=species:S:1:pos:R:3
C -0.803 -1.186 1.799
C -0.246 -0.797 0.486
F 0.186 -1.726 -0.365
C -0.092 0.439 0.059
N 0.437 0.492 -1.138
C 0.869 1.519 -1.907
S 0.843 3.135 -1.454
H -1.355 -2.376 1.911
H -1.302 -0.207 2.051
H 0.323 -1.527 2.332
H -0.578 1.343 0.602
H 0.335 -0.395 -1.540
H 1.384 1.286 -2.835
```

Its energy above the lowest of the compared OMol25 structures with the same formula, charge and spin is 2.994 eV. The SMILES is C/C(F)=C/NC=S. The orbital gap comes out at 8.480 eV.

Record 14
C4H6FNS2 in the gas phase in a non-equilibrium geometry. Source: the OMol25 dataset; level of theory: ωB97M-V/def2-TZVPD.

```
14
Properties=species:S:1:pos:R:3
N -3.580 -0.753 0.689
C -2.454 -1.116 -0.422
C -1.450 0.000 -0.443
F -2.087 1.235 0.052
C -0.137 -0.069 -0.412
S 1.004 1.259 -0.087
C 2.524 0.475 0.231
S 2.862 -1.143 0.128
H -3.310 -0.191 1.796
H -4.180 0.041 0.152
H -2.076 -2.176 -0.216
H -2.852 -1.283 -1.403
H 0.187 -1.134 -0.638
H 3.312 1.302 0.646
```

Its energy above the lowest of the compared OMol25 structures with the same formula, charge and spin is 3.624 eV. The SMILES is NC/C(F)=C/SC=S. The orbital gap comes out at 8.363 eV.

Record 15
A molecular structure, C4H6FeO3 in a non-equilibrium geometry. Source: the OMol25 dataset; level of theory: ωB97M-V/def2-TZVPD.

```
14
Properties=species:S:1:pos:R:3
O -1.461 -0.269 0.068
Fe -2.996 0.177 1.234
O -1.370 1.105 1.770
C -0.826 0.583 0.768
O 0.417 0.850 0.419
C 1.194 1.775 1.207
H 2.160 1.848 0.702
H 0.692 2.747 1.223
H 1.315 1.377 2.219
C -0.399 -1.674 -1.969
C 0.518 -2.290 -1.429
H -1.068 -1.206 -2.684
H 1.343 -2.587 -0.791
H 0.482 -2.435 -2.736
```

The spin multiplicity is 5. The expectation value of S² is 6.0088. Its energy above the lowest of the compared OMol25 structures with the same formula, charge and spin is 0.712 eV. The net charge is +2. The orbital gap (alpha / beta) comes out at 9.339 / 9.241 eV.

Record 16
A molecular structure, C4H6I4N4 in a non-equilibrium geometry. Source: the OMol25 dataset; level of theory: ωB97M-V/def2-TZVPD.

```
18
Properties=species:S:1:pos:R:3
C -0.779 0.216 -1.778
C 1.817 -0.272 -0.196
C -0.195 -0.312 1.100
C -0.012 1.048 0.307
N -1.072 -1.225 0.539
N -0.862 0.893 -0.744
N 1.139 -0.920 0.917
N 1.441 1.128 -0.089
I -2.917 -1.109 1.042
I -4.489 0.726 -0.469
I 1.286 -2.942 0.788
I 2.367 2.054 1.638
H 0.154 -0.127 -2.244
H -1.646 0.085 -2.369
H 2.817 -0.534 -0.282
H 1.299 -0.736 -1.115
H -0.234 0.030 2.102
H -0.115 1.996 0.854
```

Its energy above the lowest of the compared OMol25 structures with the same formula, charge and spin is 0.000 eV. The orbital gap (alpha / beta) comes out at 6.223 / 6.224 eV.

Record 17
A molecular structure, C4H6IN in a non-equilibrium geometry. Source: the OMol25 dataset; level of theory: ωB97M-V/def2-TZVPD.

```
12
Properties=species:S:1:pos:R:3
C 2.103 -0.278 0.572
C 1.018 -0.609 0.028
C 0.902 0.580 0.882
C -1.262 -0.654 -1.067
N -0.002 -1.368 -1.024
I 0.048 -3.279 -0.512
H 3.067 -0.612 1.007
H 0.622 0.455 1.882
H 0.615 1.650 0.544
H -1.026 0.440 -0.603
H -1.579 -0.588 -2.069
H -1.969 -1.181 -0.404
```

Its energy above the lowest of the compared OMol25 structures with the same formula, charge and spin is 4.476 eV. The orbital gap comes out at 8.835 eV.

Record 18
2 unconnected molecules or ions with the total composition C4H6IN in a non-equilibrium geometry. Source: the OMol25 dataset; level of theory: ωB97M-V/def2-TZVPD.

```
12
Properties=species:S:1:pos:R:3
C 0.292 0.166 0.178
C 3.238 -1.476 -0.114
C -2.053 0.185 -0.539
C -0.900 0.907 0.171
N 1.172 -0.546 0.384
I 4.310 0.296 -0.091
H 3.088 -2.011 0.818
H -1.813 -0.102 -1.516
H -3.011 0.567 -0.304
H -2.179 -0.875 0.059
H -1.269 1.047 1.296
H -0.875 1.842 -0.344
```

Its energy above the lowest of the compared OMol25 structures with the same formula, charge and spin is 4.324 eV. The orbital gap comes out at 7.812 eV.